No. 1
{"formula": "C30H24IrN2O4PS", "method": "ωB97M-V/def2-TZVPD", "multiplicity": 1, "de_lowest_kj_mol": 54.5, "orbital_gap_ev": 6.624, "species": ["Ir", "C", "C", "C", "C", "C", "C", "P", "C", "C", "C", "C", "C", "C", "C", "C", "C", "C", "C", "C", "H", "H", "H", "H", "H", "H", "H", "H", "H", "H", "H", "H", "H", "H", "O", "C", "O", "C", "C", "C", "C", "S", "C", "C", "H", "H", "H", "H", "H", "C", "N", "C", "C", "C", "O", "N", "C", "O", "H", "H", "H", "H", "H"], "xyz": [[0.56785, 1.45048, -0.89895], [0.11256, -2.89702, 3.36005], [-0.92206, -2.11184, 2.86648], [-0.79370, -1.48797, 1.63650], [0.37599, -1.65345, 0.89601], [1.40832, -2.44601, 1.38697], [1.27324, -3.06826, 2.62027], [0.53963, -0.78242, -0.66361], [-0.52879, -1.63362, -1.85082], [-1.33781, -2.71030, -1.50709], [-2.16624, -3.28936, -2.45914], [-2.18084, -2.80264, -3.75606], [-1.36762, -1.73214, -4.10735], [-0.54881, -1.14722, -3.15889], [2.23838, -0.70610, -1.20721], [3.19319, -1.56443, -1.74518], [4.43440, -1.02851, -2.03683], [4.70162, 0.32758, -1.80990], [3.73368, 1.17679, -1.30240], [2.46454, 0.66535, -0.99762], [0.01715, -3.36446, 4.33167], [-1.81956, -1.96703, 3.45304], [-1.58493, -0.85128, 1.25573], [2.32496, -2.55901, 0.82068], [2.08001, -3.67666, 3.00797], [-1.32952, -3.09445, -0.49557], [-2.80113, -4.12150, -2.18457], [-2.82703, -3.25577, -4.49681], [-1.37919, -1.35061, -5.12016], [0.07288, -0.30018, -3.42726], [2.97849, -2.60926, -1.93476], [5.21046, -1.66115, -2.44863], [5.68347, 0.71567, -2.05182], [3.95159, 2.22833, -1.16121], [2.60983, -0.70361, 6.18339], [1.30074, -0.39814, 6.01438], [0.50829, -0.69817, 6.86417], [0.92977, 0.29762, 4.74944], [-0.28450, 0.98092, 4.71548], [-0.72542, 1.56620, 3.54696], [0.03511, 1.48009, 2.37574], [-0.68086, 2.14143, 0.91338], [1.27152, 0.84214, 2.42096], [1.70333, 0.24638, 3.59424], [3.13583, -0.30080, 5.48264], [-0.88575, 1.01450, 5.61433], [-1.68778, 2.06301, 3.51859], [1.87327, 0.77398, 1.52482], [2.63899, -0.30311, 3.56894], [-4.60937, 2.66038, -2.88818], [-3.19931, 2.94362, -2.66082], [-2.64994, 4.14055, -2.99448], [-1.36053, 4.45509, -2.75006], [-0.58077, 3.45301, -2.09187], [0.62140, 3.54152, -1.71729], [-1.14309, 2.25338, -1.81399], [-2.45747, 1.94523, -1.99626], [-2.98829, 0.90781, -1.66012], [-5.01413, 3.41103, -3.56294], [-5.16165, 2.67326, -1.94903], [-4.71347, 1.67192, -3.32815], [-3.32269, 4.83818, -3.47595], [-0.93826, 5.41102, -3.01189]], "forces_ev_per_a": [[0.1, -0.4, -0.4], [0.0, 0.0, 0.0], [0.0, 0.0, 0.0], [0.0, 0.0, 0.0], [0.1, -0.1, 0.0], [0.0, 0.0, 0.0], [0.0, 0.0, 0.0], [-0.5, 0.5, -0.3], [0.1, -0.1, 0.0], [0.0, 0.0, 0.0], [0.0, 0.0, 0.0], [0.0, 0.0, 0.0], [0.0, 0.0, 0.0], [0.0, 0.0, 0.1], [0.2, -0.2, 0.0], [0.0, 0.0, 0.0], [0.0, 0.0, 0.0], [0.0, 0.0, 0.0], [0.0, 0.0, 0.0], [-0.2, 0.3, 0.4], [0.0, 0.0, 0.0], [0.0, 0.0, 0.0], [0.0, 0.0, 0.0], [0.0, 0.0, 0.0], [0.0, 0.0, 0.0], [0.0, 0.0, 0.0], [0.0, 0.0, 0.0], [0.0, 0.0, 0.0], [0.0, 0.0, 0.0], [0.0, 0.0, 0.0], [0.0, 0.0, 0.0], [0.0, 0.0, 0.0], [0.0, 0.0, 0.0], [0.0, 0.0, 0.0], [0.0, 0.0, 0.0], [0.0, 0.0, 0.0], [0.0, 0.0, 0.0], [0.0, 0.0, 0.0], [0.0, 0.0, 0.0], [0.0, 0.0, 0.0], [0.1, 0.0, -0.1], [0.4, -0.2, -0.1], [0.0, 0.0, 0.2], [0.0, 0.1, 0.0], [0.0, 0.0, 0.0], [0.0, 0.0, 0.0], [0.0, 0.0, 0.0], [0.0, 0.1, 0.0], [0.0, 0.0, 0.0], [0.0, 0.0, 0.0], [0.0, 0.0, 0.1], [0.0, 0.0, 0.0], [0.1, 0.0, 0.0], [-0.2, -0.1, -0.1], [0.1, 0.0, 0.0], [-0.1, 0.2, 0.3], [0.0, 0.1, -0.2], [0.0, -0.1, 0.0], [0.0, 0.0, 0.0], [0.0, 0.0, 0.0], [0.0, 0.0, 0.0], [0.0, 0.0, 0.0], [0.0, 0.0, 0.0]], "lowdin_charge": [0.972, -0.068, -0.057, -0.099, -0.362, -0.074, -0.074, 0.928, -0.320, -0.069, -0.072, -0.078, -0.076, -0.101, -0.393, -0.076, -0.079, -0.079, -0.091, -0.343, 0.112, 0.115, 0.116, 0.103, 0.108, 0.101, 0.105, 0.104, 0.105, 0.099, 0.111, 0.104, 0.103, 0.102, 0.109, -0.490, 0.112, -0.156, -0.015, -0.110, -0.631, 0.707, -0.117, -0.030, 0.092, 0.123, 0.103, 0.068, 0.116, -0.015, -0.048, -0.049, 0.018, -0.545, -0.114, -0.063, -0.527, 0.059, 0.087, 0.099, 0.093, 0.129, 0.113]}

No. 2
{"formula": "C30H24N6O4SV", "method": "ωB97M-V/def2-TZVPD", "multiplicity": 4, "de_lowest_kj_mol": 0.0, "orbital_gap_ev": [6.721, 6.965], "species": ["V", "O", "C", "O", "C", "C", "C", "N", "C", "C", "C", "C", "C", "C", "C", "N", "C", "C", "C", "C", "C", "N", "H", "H", "H", "H", "H", "H", "H", "H", "H", "H", "O", "C", "O", "C", "C", "C", "C", "C", "C", "C", "C", "C", "N", "H", "H", "H", "H", "H", "H", "C", "N", "C", "C", "N", "C", "S", "H", "H", "H", "H", "H", "H", "H", "H"], "xyz": [[-0.00997, -0.35388, 0.00434], [2.32790, 3.05743, 5.52773], [1.11784, 2.94786, 5.26386], [0.08604, 3.28054, 5.87298], [0.83771, 2.20772, 3.92339], [1.88974, 1.76691, 3.13143], [1.61022, 1.13958, 1.93186], [0.34440, 0.95359, 1.52825], [-0.68430, 1.34568, 2.29776], [-0.46775, 1.98003, 3.50692], [-2.01190, 1.00870, 1.72059], [-3.20761, 1.46725, 2.25658], [-4.39782, 1.13113, 1.63644], [-4.36797, 0.35100, 0.49185], [-3.14116, -0.06877, 0.01662], [-1.98597, 0.24065, 0.61073], [2.61991, 0.58982, 0.99322], [3.97714, 0.85541, 1.10992], [4.85234, 0.32454, 0.17835], [4.35297, -0.46004, -0.84877], [2.99089, -0.68601, -0.90005], [2.13678, -0.17819, -0.00672], [2.89127, 1.93551, 3.50612], [-1.25870, 2.31529, 4.16598], [-3.19789, 2.08453, 3.14363], [-5.33960, 1.47981, 2.04026], [-5.27445, 0.07104, -0.02637], [-3.06400, -0.68298, -0.87304], [4.33428, 1.47928, 1.91644], [5.91345, 0.52683, 0.25092], [5.00111, -0.88978, -1.60037], [2.55152, -1.30553, -1.67330], [-0.10534, -2.47999, -3.48827], [-0.19182, -1.66903, -2.57984], [-0.13529, -1.90442, -1.32174], [-0.40105, -0.20051, -2.90871], [-0.68467, 0.19669, -4.22811], [-0.93254, 1.51136, -4.47840], [-0.87497, 2.44505, -3.42014], [-1.12025, 3.82573, -3.61139], [-1.03034, 4.69630, -2.56559], [-0.68427, 4.22490, -1.28005], [-0.44705, 2.89774, -1.06420], [-0.54757, 1.97348, -2.12890], [-0.32569, 0.63637, -1.89150], [-0.70312, -0.56846, -4.99083], [-1.17116, 1.85789, -5.47757], [-1.37423, 4.17573, -4.60482], [-1.21720, 5.75171, -2.71700], [-0.60191, 4.92483, -0.45819], [-0.17240, 2.53223, -0.08513], [-1.90688, -4.17721, 0.36337], [-0.46901, -4.33935, 0.41117], [0.20925, -5.08627, -0.65210], [1.68356, -4.90971, -0.27901], [1.61491, -3.69483, 0.52689], [0.36458, -3.43477, 0.93748], [-0.04676, -2.14448, 1.96157], [-2.18803, -3.55877, -0.49102], [-2.24394, -3.70434, 1.28155], [-2.36863, -5.15938, 0.27019], [-0.02058, -4.62264, -1.61553], [-0.10395, -6.12808, -0.65534], [2.31562, -4.77656, -1.15389], [2.05856, -5.74798, 0.31227], [2.39573, -3.25822, 0.98520]], "forces_ev_per_a": [[-0.1, -0.7, 0.0], [-0.2, 0.1, -0.1], [0.0, -0.3, 0.2], [0.2, 0.1, -0.1], [0.0, 0.1, 0.0], [0.0, 0.0, 0.0], [-0.1, 0.0, 0.0], [0.0, 0.2, 0.4], [0.1, -0.1, -0.1], [0.0, 0.0, 0.0], [0.0, 0.0, -0.1], [0.0, 0.0, 0.0], [0.0, 0.0, 0.1], [0.0, 0.0, 0.0], [0.1, 0.0, 0.0], [-0.3, 0.1, 0.2], [0.0, 0.0, 0.0], [0.0, 0.0, 0.0], [0.0, 0.1, 0.1], [0.0, 0.0, 0.0], [-0.1, -0.1, 0.0], [0.2, 0.1, 0.1], [0.0, 0.0, 0.0], [0.0, 0.0, 0.0], [0.0, 0.0, 0.0], [0.0, 0.0, 0.0], [0.0, 0.0, 0.0], [0.0, 0.0, 0.0], [0.0, 0.0, 0.0], [0.0, 0.0, 0.0], [0.0, 0.0, 0.0], [0.0, 0.0, 0.0], [0.0, -0.1, -0.1], [0.0, -0.1, 0.1], [0.0, -0.2, -0.2], [0.0, 0.1, 0.0], [0.0, 0.0, 0.0], [0.0, 0.0, -0.1], [0.0, 0.0, 0.1], [0.0, 0.0, 0.0], [0.0, 0.0, 0.0], [0.0, 0.0, 0.0], [0.0, 0.0, 0.0], [0.0, -0.1, 0.0], [-0.1, 0.4, -0.3], [0.0, 0.0, 0.0], [0.0, 0.0, 0.0], [0.0, 0.0, 0.0], [0.0, 0.0, 0.0], [0.0, 0.0, 0.0], [0.0, 0.0, 0.0], [0.1, 0.0, 0.0], [-0.1, 0.1, -0.1], [0.0, 0.0, 0.0], [0.0, 0.1, 0.0], [0.0, 0.0, 0.0], [0.1, 0.0, 0.0], [0.1, 0.0, -0.1], [0.0, 0.0, -0.1], [0.0, 0.0, 0.0], [0.0, 0.0, 0.0], [0.0, 0.0, 0.0], [0.0, 0.0, 0.0], [0.0, 0.0, 0.0], [0.0, 0.0, 0.0], [0.0, 0.0, 0.0]], "mulliken_spin": [2.770, 0.003, 0.003, 0.003, 0.024, -0.021, 0.122, -0.097, 0.088, -0.018, 0.023, -0.005, 0.018, 0.004, 0.066, -0.062, -0.008, -0.002, 0.020, -0.002, 0.047, -0.072, 0.000, 0.000, 0.000, 0.001, 0.000, 0.006, 0.000, 0.001, -0.001, -0.001, 0.023, -0.008, -0.008, 0.072, -0.012, 0.022, -0.014, 0.009, -0.008, 0.017, 0.025, 0.017, -0.051, 0.001, 0.001, 0.000, 0.000, 0.000, 0.014, 0.001, -0.002, 0.000, 0.001, 0.003, 0.004, -0.017, 0.000, 0.001, 0.000, 0.000, 0.000, 0.000, 0.000, -0.001]}

> What is the formula in the second record?

C30H24N6O4SV